The following is a DFT calculation (the ωB97M-V functional and the def2-TZVPD basis) of a structure of composition C23H27F10N5Sn in a non-equilibrium geometry.

The value obtained for the largest force on an atom is 19.49 eV/A. Its LUMO energy (spin up / spin down) is -8.61 / -8.31 eV. The value obtained for the orbital gap (spin up / spin down) is 5.424 / 5.763 eV. The value obtained for the HOMO energy (spin up / spin down) is -14.0378 / -14.0746 eV. As for the charge: +2.

Each line ends with the natural charge from an NBO analysis.
CARTESIAN COORDINATES (ANGSTROEM)
Sn -0.791 -0.101 -0.379  1.933
C -3.834 0.435 -0.263  -0.430
N -2.588 0.820 0.419  -0.583
C -2.789 0.774 1.880  -0.241
C -2.619 -0.663 2.347  -0.267
N -1.305 -1.095 1.956  -0.446
C -0.379 -1.386 2.888  -0.007
C 0.561 -2.411 2.605  0.401
F 0.464 -3.010 1.422  -0.286
C 1.481 -2.861 3.521  0.261
F 2.285 -3.860 3.215  -0.250
C 1.556 -2.245 4.774  0.382
F 2.429 -2.650 5.654  -0.226
C 0.703 -1.177 5.072  0.267
F 0.816 -0.555 6.228  -0.248
C -0.249 -0.776 4.164  0.387
F -0.990 0.294 4.440  -0.289
C -2.159 2.140 -0.049  -0.265
C -0.789 2.511 0.490  -0.243
N 0.147 1.421 0.258  -0.992
C 1.454 1.606 0.443  0.055
C 2.111 2.723 1.052  0.334
F 1.397 3.697 1.588  -0.294
C 3.483 2.819 1.132  0.296
F 4.028 3.872 1.699  -0.252
C 4.303 1.810 0.617  0.297
F 5.598 1.917 0.665  -0.247
C 3.706 0.677 0.050  0.288
F 4.441 -0.310 -0.426  -0.267
C 2.344 0.597 -0.018  0.240
F 1.800 -0.487 -0.606  -0.315
H -4.655 1.107 0.007  0.235
H -4.121 -0.580 0.005  0.234
H -3.693 0.480 -1.343  0.225
H -3.783 1.139 2.163  0.247
H -2.042 1.372 2.395  0.236
H -3.340 -1.295 1.818  0.226
H -2.816 -0.749 3.416  0.243
H -2.884 2.916 0.224  0.255
H -2.100 2.097 -1.139  0.216
H -0.831 2.776 1.550  0.227
H -0.465 3.424 -0.021  0.243
C 0.168 -2.973 -1.870  -0.433
N 0.913 -1.714 -1.783  -0.388
C 2.216 -1.961 -1.153  -0.427
C 1.136 -1.113 -3.105  -0.250
C -0.131 -0.599 -3.770  -0.248
N -0.774 0.481 -3.004  -0.480
C -2.185 0.587 -3.401  -0.424
C -0.101 1.761 -3.269  -0.426
H 0.706 -3.712 -2.474  0.224
H -0.816 -2.820 -2.315  0.203
H 0.029 -3.385 -0.873  0.228
H 2.791 -2.708 -1.715  0.176
H 2.080 -2.340 -0.144  0.204
H 2.799 -1.043 -1.118  0.267
H 1.596 -1.846 -3.781  0.241
H 1.845 -0.294 -2.971  0.210
H -0.846 -1.414 -3.879  0.222
H 0.124 -0.252 -4.777  0.232
H -2.292 0.680 -4.487  0.228
H -2.637 1.466 -2.940  0.202
H -2.731 -0.303 -3.081  0.211
H -0.252 2.081 -4.305  0.224
H 0.969 1.670 -3.092  0.219
H -0.494 2.536 -2.608  0.203